No. 1
13
Properties=species:S:1:pos:R:3:lowdin_charge:R:1 method="wB97M-V/def2-TZVPD" e_homo_ev="-7.80 / -10.79" homo_lumo_gap_ev="8.00 / 7.74" largest_force_ev_per_a=5.0 e_lumo_ev="0.2 / -3.0" multiplicity=3
C 2.30269 2.11646 0.38857 -0.27
C 0.26779 0.54074 -0.31634 -0.15
C 0.22350 -0.81447 -0.45321 -0.37
C 1.51230 1.04267 -0.01654 -0.13
C 2.45092 -0.47393 0.62241 -0.53
N 2.93430 2.99037 0.80056 0.21
O 4.64193 0.84599 1.25316 -0.31
O 4.82253 -1.49990 0.48736 -0.34
S 1.47492 -1.76357 0.24233 0.99
S 4.23238 -0.21536 0.42348 0.20
Cl 4.28655 0.31806 -1.44628 0.52
H -0.54292 1.14569 -0.72742 0.13
H -0.61418 -1.44120 -0.63586 0.06

=====

No. 2
26
Properties=species:S:1:pos:R:3:lowdin_charge:R:1 method="wB97M-V/def2-TZVPD" e_homo_ev=-13.06 homo_lumo_gap_ev=9.66 largest_force_ev_per_a=5.5 charge=+1 smiles=CCC[Si@H](NC[NH3+])OC e_lumo_ev=-3.4
C -2.78803 0.63529 0.72859 -0.09
C 0.48579 -0.00293 2.42805 -0.08
C -2.26798 0.85626 -0.71963 -0.29
C -1.03827 1.71508 -0.72834 -0.26
C 2.39790 -1.31331 -1.36263 -0.07
N 1.14282 -0.08809 -1.64999 -0.07
N 1.78676 -2.26577 -0.40066 0.15
O 0.64377 -0.19039 1.00922 -0.34
Si 0.53226 0.89207 -0.22680 0.50
H -3.79592 0.20920 0.52600 0.10
H -2.08426 0.06640 1.25031 0.03
H -3.00503 1.45838 1.35778 0.07
H -0.11000 0.82153 2.60314 0.05
H 1.37237 0.35344 2.85623 0.07
H 0.08055 -0.98498 2.92157 0.14
H -2.11289 -0.03029 -1.21834 0.07
H -3.20252 1.35893 -1.13274 0.13
H -1.18524 2.56316 -0.08316 0.08
H -0.73612 1.97729 -1.75594 0.09
H 3.35296 -0.93187 -1.04015 0.11
H 2.47453 -1.83351 -2.23623 0.07
H 1.25448 0.33908 -2.56709 0.05
H 1.29000 -2.99306 -0.94163 0.18
H 2.66983 -2.60985 0.20514 0.24
H 1.15835 -1.67944 0.16183 0.09
H 1.68388 1.67738 0.01551 0.00

=====

No. 3
20
Properties=species:S:1:pos:R:3:lowdin_charge:R:1 method="wB97M-V/def2-TZVPD" e_homo_ev=-3.05 homo_lumo_gap_ev=6.15 largest_force_ev_per_a=4.5 charge=-1 e_lumo_ev=3.1
C -3.18530 -0.82942 -2.63502 -0.15
C -2.12580 0.04431 -1.83882 -0.34
C -2.09038 -0.45275 -0.31236 -0.74
S -0.76758 -1.67664 -0.01591 0.23
H -3.35024 -0.43585 -3.64358 0.05
H -2.70343 -1.88402 -2.72497 0.09
H -4.09632 -0.99142 -2.20087 0.00
H -2.45505 1.10369 -1.83492 0.07
H -1.18052 -0.03067 -2.46209 0.09
H -1.68756 0.40606 0.36436 0.04
H -3.14152 -0.60745 0.07597 0.05
H 4.60640 -0.21376 1.91556 0.04
H 5.73377 0.80723 1.46230 0.08
O 5.47973 0.14342 2.19101 -0.11
H 0.60842 -0.18929 0.51767 -0.14
H 0.82310 -0.18806 1.92001 0.00
O 1.17175 0.24727 1.16345 -0.15
H 2.18118 1.30364 2.23083 0.02
H 3.53488 1.62307 2.84939 -0.05
O 2.64448 1.82063 2.97799 -0.09

=====

No. 4
91
Properties=species:S:1:pos:R:3:lowdin_charge:R:1 method="wB97M-V/def2-TZVPD" e_homo_ev="-9.78 / -10.25" homo_lumo_gap_ev="6.64 / 7.14" largest_force_ev_per_a=0.9 charge=+1 e_lumo_ev="-3.1 / -3.1" multiplicity=3
V -0.26301 -0.91431 -2.36364 0.34
C -3.31427 -0.37166 -1.82945 -0.01
C -3.05323 -1.81945 -2.11153 -0.29
C -4.07924 -2.77200 -1.93604 0.01
C -3.81285 -4.08960 -2.15272 0.03
C -2.52807 -4.49272 -2.58260 -0.14
C -2.18851 -5.84095 -2.84258 -0.02
C -0.92662 -6.14873 -3.26318 -0.05
C 0.04055 -5.13719 -3.44543 -0.08
C -0.25114 -3.81998 -3.20016 -0.56
S 0.95101 -2.53605 -3.39719 0.68
C -1.55666 -3.49618 -2.75385 -0.22
N -1.83946 -2.17655 -2.48452 0.01
H -4.33462 -0.10835 -2.10683 0.10
H -2.64678 0.29475 -2.38263 0.04
H -3.19723 -0.17225 -0.76121 0.07
H -5.05673 -2.43612 -1.61931 0.12
H -4.58091 -4.83963 -2.00723 0.13
H -2.93723 -6.61030 -2.70547 0.12
H -0.65647 -7.17632 -3.46590 0.11
H 1.03367 -5.40221 -3.78517 0.11
C 6.17987 2.39451 1.13364 -0.04
C 4.76872 1.98541 0.81598 -0.26
C 4.49789 0.91923 -0.02985 -0.01
C 3.19888 0.50072 -0.30563 -0.28
C 3.02046 -0.64107 -1.26415 -0.07
C 2.12150 1.16008 0.30155 -0.31
As 0.20771 0.73252 0.05430 1.35
N -0.05321 -1.05454 -0.53947 -0.35
C -0.53163 -2.13710 0.26281 -0.37
C -1.66947 -2.03998 1.06328 -0.05
C -2.12813 -3.14758 1.76013 -0.07
C -1.46468 -4.36460 1.66636 -0.08
C -0.33450 -4.46610 0.86802 -0.07
C 0.13043 -3.35901 0.17319 -0.05
C -0.30757 0.55547 1.91992 -0.33
C 0.43542 -0.24015 2.80273 -0.25
C 1.67440 -1.00583 2.41962 -0.03
C 0.01593 -0.32531 4.12798 0.00
C -1.10314 0.34386 4.59708 -0.25
C -1.52662 0.23824 6.03511 -0.04
C -1.82805 1.11616 3.69761 -0.01
C -1.45218 1.23149 2.36631 -0.31
C -2.29462 2.10814 1.47913 -0.08
C 2.37178 2.28932 1.09683 -0.30
C 1.28590 3.15707 1.68903 -0.06
C 3.68641 2.67140 1.34824 -0.03
H 6.89834 1.81489 0.55636 0.08
H 6.39906 2.24168 2.19153 0.09
H 6.34387 3.45147 0.91898 0.08
H 5.32199 0.38838 -0.49424 0.12
H 3.97279 -0.93061 -1.70651 0.09
H 2.36628 -0.36000 -2.09786 0.03
H 2.57684 -1.52020 -0.80133 0.06
H -2.19914 -1.10078 1.14463 0.10
H -3.01218 -3.05739 2.37886 0.11
H -1.82762 -5.22588 2.21144 0.10
H 0.19121 -5.40846 0.78102 0.11
H 1.01040 -3.43170 -0.45506 0.10
H 1.66333 -1.34230 1.38695 0.04
H 1.77172 -1.88532 3.05535 0.09
H 2.56638 -0.38907 2.55498 0.09
H 0.58313 -0.94945 4.81004 0.12
H -0.95181 -0.52195 6.56126 0.08
H -2.58398 -0.01626 6.11548 0.08
H -1.38017 1.18789 6.55286 0.09
H -2.71491 1.63837 4.04186 0.12
H -3.31715 2.15529 1.85412 0.09
H -2.33036 1.76799 0.44351 0.03
H -1.90615 3.13098 1.46815 0.08
H 0.37960 3.18527 1.07960 0.03
H 1.64719 4.18205 1.78000 0.08
H 0.99113 2.81870 2.68451 0.09
H 3.86250 3.54077 1.97433 0.13
C 2.44393 4.48193 -1.87211 0.02
C 1.07105 3.98839 -2.16528 -0.24
C -0.10100 4.57414 -1.76739 0.04
C -1.31060 3.96005 -2.12601 -0.28
N -1.36133 2.81410 -2.80369 0.13
C -0.22265 2.24954 -3.18001 -0.77
S -0.13719 0.76892 -4.07927 0.66
N 0.96097 2.84804 -2.88245 0.12
C -2.61862 4.57351 -1.74917 0.00
H 2.40376 5.46091 -1.40265 0.10
H 3.03218 4.55304 -2.78809 0.10
H 2.94427 3.78466 -1.19497 0.08
H -0.08551 5.49821 -1.20877 0.13
H 1.79798 2.36957 -3.19392 0.15
H -2.56274 5.66100 -1.75383 0.09
H -2.88308 4.25943 -0.73958 0.08
H -3.39742 4.23363 -2.42671 0.09

=====

No. 5
40
Properties=species:S:1:pos:R:3:lowdin_charge:R:1 method="wB97M-V/def2-TZVPD" e_homo_ev="-16.93 / -16.93" homo_lumo_gap_ev="5.44 / 4.96" largest_force_ev_per_a=1.7 charge=+3 e_lumo_ev="-11.5 / -12.0" multiplicity=2
W 0.85572 2.80704 -0.80755 0.74
O 1.80329 0.10222 -3.70093 0.19
C 2.74449 -0.54820 -3.08964 -0.17
C 3.51974 -1.39537 -3.96680 0.10
C 4.56766 -2.12085 -3.48308 0.02
C 4.87438 -2.02741 -2.11915 0.09
C 4.07662 -1.22346 -1.23942 0.06
C 3.02048 -0.48167 -1.67606 -0.06
C 2.20145 0.23805 -0.63463 -0.32
O 2.30162 1.65337 -0.63607 -0.36
N 0.76493 0.02226 -0.83829 0.02
N 0.07579 0.96796 -0.05359 -0.23
C -0.94053 0.58787 0.69413 -0.14
C -1.63252 1.46384 1.51043 -0.59
Br -0.92565 3.18792 1.49302 0.92
C -2.78496 1.23326 2.25846 0.01
C -3.36275 0.00849 2.65771 -0.20
C -2.63748 -1.20265 2.76721 -0.01
C -3.27449 -2.33919 3.19470 -0.02
C -4.63872 -2.29467 3.50467 0.02
C -5.36655 -1.11268 3.42111 -0.01
C -4.72611 0.04213 3.02909 0.03
H 1.34497 0.77309 -3.16855 0.07
H 3.24407 -1.39865 -5.01423 0.16
H 5.15880 -2.74798 -4.13661 0.15
H 5.71628 -2.57227 -1.71065 0.15
H 4.33708 -1.21727 -0.18754 0.15
H 2.56647 -0.07784 0.34753 0.17
H 0.45387 -0.93327 -0.67938 0.16
H -1.24980 -0.45301 0.65455 0.15
H -3.31967 2.12507 2.57563 0.13
H -1.56558 -1.21734 2.61189 0.11
H -2.72241 -3.25953 3.32379 0.13
H -5.13071 -3.19548 3.85009 0.14
H -6.41577 -1.09712 3.68013 0.13
H -5.27259 0.97643 2.97947 0.14
S 1.89007 3.40131 -2.88257 0.09
Sb 0.30713 5.18343 -2.43222 0.80
S -1.10373 3.19266 -1.98061 0.06
S 1.24509 4.94953 -0.11603 0.08

=====

No. 6
32
Properties=species:S:1:pos:R:3:lowdin_charge:R:1 method="wB97M-V/def2-TZVPD" e_homo_ev="-15.07 / -15.07" homo_lumo_gap_ev="5.03 / 5.03" largest_force_ev_per_a=3.4 charge=+2 e_lumo_ev="-10.0 / -10.0"
I -0.00374 1.93992 1.63400 0.82
I 0.00363 -1.84342 1.69296 0.82
Bi -0.00086 -0.00654 -1.41720 1.01
P -2.64758 -0.01563 -0.42538 0.53
C -3.33527 0.05352 1.25995 -0.28
C -3.44580 1.37749 -1.27298 -0.26
H -4.52131 1.17073 -1.39775 0.07
H -4.53564 -1.26504 -1.29340 0.07
H -2.98440 1.51461 -2.26395 0.05
H -3.00483 -1.67913 -2.14503 0.05
H -2.99828 0.96534 1.76507 0.02
H -3.30344 2.29947 -0.68388 0.06
C -3.45595 -1.46428 -1.16182 -0.26
H -4.43380 0.04495 1.19869 0.08
H -3.31591 -2.34120 -0.50562 0.06
H -2.98967 -0.81037 1.83772 0.02
P 2.64712 -0.00054 -0.42746 0.53
C 3.33754 0.07644 1.26224 -0.27
C 3.46620 -1.44768 -1.16090 -0.26
H 2.97208 1.53149 -2.26557 0.05
H 4.51461 1.19338 -1.40450 0.08
H 3.29511 2.31743 -0.68612 0.06
C 3.43736 1.39573 -1.27584 -0.26
H 3.01832 -1.66148 -2.14283 0.05
H 4.54080 -1.24253 -1.28731 0.07
H 4.43277 0.07243 1.19793 0.08
H 2.99397 -0.78801 1.83923 0.02
H 3.32472 -2.32221 -0.50506 0.06
H 2.99419 0.98761 1.76214 0.02
Cl -0.00053 -0.15463 -3.88715 -0.11
O -0.00077 0.03764 4.11791 0.03
C -0.00064 0.06441 2.93761 -1.01